The following is a DFT calculation (the ωB97M-V functional and the def2-TZVPD basis) of an isolated molecule of C6H4Cl2OS.

Structure (XYZ):
```
14
Properties=species:S:1:pos:R:3:forces:R:3:lowdin_charge:R:1
O -2.764 -0.186 0.136 3.996 1.217 0.310 0.013
C -1.659 0.369 -0.105 -2.271 -2.073 -1.273 -0.463
C -1.650 1.551 -1.000 -0.805 2.130 1.578 -0.521
Cl -3.277 1.894 -1.699 0.984 0.169 0.397 0.589
C -0.291 -0.177 0.206 -0.376 -4.972 1.398 -0.445
C -0.277 -1.585 0.655 1.676 2.704 1.385 -0.055
C 1.110 -2.089 0.928 -0.862 2.032 0.070 -0.126
C 2.020 -0.987 0.820 -1.998 -3.887 -0.488 -1.113
Cl 3.687 -1.001 1.042 0.830 -0.165 0.159 0.678
S 1.351 0.300 0.043 -1.264 3.034 -0.592 1.022
H -1.280 2.338 -0.274 -0.950 -0.053 -0.719 0.120
H -0.927 1.650 -1.765 0.697 -0.742 -0.935 0.062
H -1.220 -1.855 1.199 0.931 -0.684 -1.272 0.125
H 1.436 -3.126 1.196 -0.588 1.289 -0.019 0.114
```
Forces are in eV/Å.

As for the structure (SMILES): O=C(CCl)c1ccc(Cl)s1. The calculation puts the largest force on an atom at 0.1007 Eh/bohr. The charge is 0. The value obtained for the energy above the lowest of the compared OMol25 structures with the same formula, charge and spin is 179.99 kJ/mol. The HOMO-LUMO gap is 8.676 eV.